Formula: C19H19F3N6O3
Source: the OMol25 dataset
Level of theory: wB97M-V/def2-TZVPD

Calculated values
Energy ... -1588.4962 Ha
Gap between HOMO and LUMO ... 7.78 eV
Highest occupied orbital energy ... -0.306 hartree
Energy relative to the best compared isomer or geometry (same formula, charge and spin) ... 22.480 eV
SMILES ... O=C(CN1CCC(n2nnc3cc(C(F)(F)F)ccc32)CC1)NNC(=O)c1ccco1

Structure (ORCA input):
```
! RIJCOSX wB97M-V def2-TZVPD def2/J DEFGRID3
* xyz 0 1
O -1.879 -1.346 2.225
C -2.436 -1.467 1.120
C -3.963 -1.052 1.005
N -4.097 0.446 0.634
C -3.789 0.931 -0.908
C -2.456 1.005 -1.199
C -1.539 1.341 -0.050
N -0.288 1.707 -0.345
N -0.024 2.449 -1.675
N 1.262 2.725 -1.795
C 1.962 1.830 -0.755
C 3.206 1.613 -0.503
C 3.657 0.974 0.398
C 5.051 0.420 0.679
F 5.618 1.464 1.423
F 5.837 0.639 -0.388
F 5.310 -0.581 1.218
C 2.668 0.033 1.264
C 1.397 0.436 1.050
C 0.957 1.408 -0.245
C -2.359 2.335 0.922
C -3.368 1.395 1.607
N -1.948 -2.033 0.012
N -0.691 -2.477 -0.058
C 0.002 -2.172 -1.252
O -0.628 -1.616 -2.032
C 1.331 -2.281 -0.807
C 2.393 -1.742 -1.960
C 3.577 -2.086 -1.312
C 3.332 -2.730 -0.036
O 1.906 -2.514 0.154
H -4.525 -1.388 0.117
H -4.629 -0.908 1.973
H -4.338 -0.031 -1.399
H -4.272 1.634 -0.954
H -2.380 1.794 -2.094
H -2.195 0.164 -1.686
H -1.200 0.245 0.446
H 4.063 2.148 -1.221
H 2.989 -0.387 2.346
H 0.558 0.002 1.720
H -1.621 2.402 1.645
H -2.669 3.140 0.185
H -3.268 1.028 2.593
H -4.309 2.166 1.757
H -2.596 -2.075 -0.754
H -0.333 -2.658 0.738
H 2.292 -1.200 -2.749
H 4.640 -2.137 -1.712
H 3.790 -2.994 0.661
*
```